Version w
Entry from the OMol25 dataset: a molecular structure, C2H4I2O (ωB97M-V/def2-TZVPD).

```
! wB97M-V def2-TZVPD RIJCOSX def2/J DEFGRID3
* xyz 0 1
C -0.6746 -0.5230 -0.4745
C 0.3802 0.4398 0.1022
O 0.2476 0.9200 1.3420
I 0.9707 1.9952 -1.2687
I 2.5191 -1.2558 0.4279
H -0.7104 -1.4970 0.0225
H -1.6223 -0.1752 -0.3418
H -0.4507 -0.6219 -1.4949
H -0.6596 0.7179 1.6853
*
```

orbital gap (spin up / spin down): 7.40 / 7.40 eV
HOMO (spin up / spin down): -0.324 / -0.324 hartree
LUMO (spin up / spin down): -0.0523 / -0.0522 hartree


Version x
Entry from the OMol25 dataset: 2 unconnected molecules or ions with the total composition C2H4I2O (ωB97M-V/def2-TZVPD).

```
! wB97M-V def2-TZVPD RIJCOSX def2/J DEFGRID3
* xyz 0 1
C -0.6296 0.8693 -0.0816
C 1.0274 -0.4981 -0.6721
O -1.4492 0.0749 0.6239
I 0.2007 -2.3389 -0.6618
I -1.2956 -0.3386 2.6240
H -0.8123 1.0887 -1.0932
H -0.1077 1.6494 0.4920
H 1.5478 -0.2090 0.2864
H 1.5184 -0.2978 -1.5177
*
```

orbital gap: 6.33 eV
HOMO: -0.291 hartree
LUMO: -0.0587 hartree


Version y
Entry from the OMol25 dataset: a molecular structure, C2H4I2O (ωB97M-V/def2-TZVPD).

```
! wB97M-V def2-TZVPD RIJCOSX def2/J DEFGRID3
* xyz 0 1
C 1.1920 0.2125 -0.3822
C -0.9829 -0.3876 0.4087
O 0.0894 -0.5605 -0.6500
I -2.5971 -1.7245 0.0266
I -1.4541 1.7158 0.2213
H 1.5653 -0.1163 0.5969
H 1.0142 1.2227 -0.3540
H 1.8398 -0.0085 -1.2673
H -0.6667 -0.3537 1.4000
*
```

orbital gap: 9.21 eV
HOMO: -0.347 hartree
LUMO: -0.0086 hartree


Which structure is the least stable? The one labeled version x.


Version w
Entry from the OMol25 dataset: 2 unconnected molecules or ions with the total composition H4N4O2 (ωB97M-V/def2-TZVPD).

```
! wB97M-V def2-TZVPD RIJCOSX def2/J DEFGRID3
* xyz 0 1
N 0.4715 -1.1055 -0.7746
N -0.6909 -1.5620 -0.6662
N 0.4411 1.6425 0.9460
N 0.5078 1.8107 -0.2922
O 0.3683 0.8368 -1.1087
O 0.2483 0.4902 1.5065
H -1.3452 -1.5103 0.1454
H -1.2298 -2.1485 -1.4440
H 0.3465 2.4702 1.5462
H 0.8825 -0.9241 0.1416
*
```

orbital gap (spin up / spin down): 8.26 / 8.26 eV
HOMO (spin up / spin down): -0.306 / -0.306 hartree
LUMO (spin up / spin down): -0.0027 / -0.0027 hartree


Version x
Entry from the OMol25 dataset: H4N4O2 in the gas phase (ωB97M-V/def2-TZVPD).

```
! wB97M-V def2-TZVPD RIJCOSX def2/J DEFGRID3
* xyz 0 1
N -0.8025 -0.4963 -0.3185
N -0.1134 -0.0764 0.7653
N 1.2216 0.5998 0.5123
N 2.3032 -0.0702 0.0363
O 2.1261 -1.2366 -0.1006
O 3.2165 0.5768 -0.2507
H -1.1884 0.2884 -0.9472
H -0.2990 -1.2449 -0.8383
H -0.0189 -0.8824 1.4078
H 1.1437 1.4981 0.1300
*
```

orbital gap: 10.61 eV
HOMO: -0.364 hartree
LUMO: 0.0259 hartree


Which structure is the least stable? The one labeled version w.


Version w
Entry from the OMol25 dataset: 2 unconnected molecules or ions with the total composition C3H7NS (ωB97M-V/def2-TZVPD).

```
! wB97M-V def2-TZVPD RIJCOSX def2/J DEFGRID3
* xyz 0 1
C -1.2697 1.1638 -1.9798
C -0.2114 -0.2371 0.5277
C 1.0535 -0.4268 1.2900
N -0.3385 -0.2354 -0.7302
S -0.1403 2.3448 -2.0507
H -1.3417 0.4314 -2.7715
H -2.1372 1.2729 -1.3420
H -1.1155 -0.0246 1.0932
H 1.5837 -1.3204 0.9611
H 0.8608 -0.4812 2.3548
H 1.7020 0.4295 1.0977
H 0.5125 -0.4063 -1.2627
*
```

orbital gap: 8.40 eV
HOMO: -0.291 hartree
LUMO: 0.0180 hartree


Version x
Entry from the OMol25 dataset: C3H7NS in the gas phase (ωB97M-V/def2-TZVPD).

```
! wB97M-V def2-TZVPD RIJCOSX def2/J DEFGRID3
* xyz 0 1
C 1.1657 -1.6152 0.0070
C -1.4090 0.8127 -0.5859
C 0.7767 0.5428 1.2813
N 1.5515 -0.9926 1.0217
S 0.2725 1.3036 -0.2252
H 1.8683 -2.4904 -0.2796
H 0.3792 -1.3769 -0.7105
H -1.7752 1.6649 -1.1246
H -1.9917 0.5821 0.3002
H -1.2902 -0.1167 -1.2417
H -0.1390 0.2844 1.8588
H 1.7135 0.9711 1.8167
*
```

orbital gap: 9.38 eV
HOMO: -0.312 hartree
LUMO: 0.0322 hartree


Version y
Entry from the OMol25 dataset: C3H7NS in the gas phase (ωB97M-V/def2-TZVPD).

```
! wB97M-V def2-TZVPD RIJCOSX def2/J DEFGRID3
* xyz 0 1
C -0.8565 -0.1208 -0.3038
C -0.4943 1.0401 0.5751
C 0.5338 0.5344 -0.4266
H -0.5167 -2.0681 -0.5163
H -0.7053 -1.5323 1.1342
H -1.4343 0.1459 -1.1979
H -0.8140 2.0308 0.3898
H -0.3686 0.6955 1.6452
H 0.7757 1.1495 -1.2643
H 3.0194 0.0107 -0.3329
N -1.0143 -1.4381 0.1278
S 1.8752 -0.4477 0.1697
*
```

orbital gap: 9.18 eV
HOMO: -0.306 hartree
LUMO: 0.0318 hartree


Which structure is the least stable? The one labeled version x.


Version w
Entry from the OMol25 dataset: 2 unconnected molecules or ions with the total composition C4H10N2O3 (ωB97M-V/def2-TZVPD).

```
! wB97M-V def2-TZVPD RIJCOSX def2/J DEFGRID3
* xyz 0 1
O 0.1082 -5.6087 -0.3872
O 0.4443 -2.4305 1.4916
C 0.9609 -5.6104 0.4873
C 0.8834 -2.2892 0.3611
N 0.6157 -1.2629 -0.4978
N 1.8879 -4.6034 0.5475
C 0.0000 0.0000 0.0000
C 1.7058 -3.3839 -0.2361
H 1.1715 -6.4417 1.2031
H 1.0604 -1.2557 -1.4191
H 2.7321 -4.7323 1.1106
H -0.0852 0.7027 -0.8459
H 0.6604 0.4459 0.7627
H -1.0008 -0.1426 0.4412
H 1.4830 -3.6210 -1.2942
H 2.7050 -2.9087 -0.2008
O -1.4074 -6.3094 -2.4784
H -0.6674 -6.2333 -1.8343
H -1.0937 -5.8245 -3.2751
*
```

orbital gap: 10.49 eV
HOMO: -0.368 hartree
LUMO: 0.0177 hartree


Version x
Entry from the OMol25 dataset: a molecular structure, C4H10N2O3 (ωB97M-V/def2-TZVPD).

```
! wB97M-V def2-TZVPD RIJCOSX def2/J DEFGRID3
* xyz 0 1
C 1.9149 1.0336 0.7022
N 0.6387 1.0208 -0.0360
C -0.7805 -0.1498 0.7480
N 0.3129 2.3385 -0.5092
O -0.3015 -0.4913 1.9610
O -1.9056 0.2783 0.5918
H -1.0426 -0.4116 2.5858
H 0.1100 2.9405 0.2910
H -0.5574 2.2715 -1.0380
H 2.1776 -0.0001 0.9302
H 2.6938 1.4783 0.0814
H 1.8021 1.5979 1.6304
C -1.3407 -2.0009 -1.4343
C -0.2833 -1.5542 -0.4512
O 0.6840 -2.2565 -0.1937
H 0.6945 0.2045 -0.7653
H -1.7254 -2.9900 -1.1720
H -2.1752 -1.2974 -1.4784
H -0.9165 -2.0120 -2.4436
*
```

orbital gap: 8.85 eV
HOMO: -0.298 hartree
LUMO: 0.0270 hartree


Which structure is the least stable? The one labeled version x.


Version w
Entry from the OMol25 dataset: a molecular structure, C2H2Br6 (ωB97M-V/def2-TZVPD).

```
! wB97M-V def2-TZVPD RIJCOSX def2/J DEFGRID3
* xyz 0 1
C -29.3142 -6.1353 5.7168
Br -29.1654 -7.4460 7.2986
Br -27.6020 -5.1153 5.5400
Br -30.9644 -5.0438 5.7376
H -29.3018 -6.8217 4.8702
C -27.4662 -13.5874 2.3391
Br -25.6627 -13.8872 1.6822
Br -28.5720 -15.2376 2.0326
Br -28.2825 -11.8999 1.6356
H -27.2810 -13.3879 3.3946
*
```

orbital gap: 9.75 eV
HOMO: -0.386 hartree
LUMO: -0.0276 hartree


Version x
Entry from the OMol25 dataset: a molecular structure, C2H2Br6 (ωB97M-V/def2-TZVPD).

```
! wB97M-V def2-TZVPD RIJCOSX def2/J DEFGRID3
* xyz 0 1
C 1.7243 -25.5229 -0.5275
Br 1.4192 -26.5021 1.0991
Br 0.8743 -23.7408 -0.4548
Br 1.1052 -26.5785 -2.0459
H 2.7597 -25.2351 -0.6335
C 4.5946 -22.5537 3.1050
Br 5.2411 -23.9481 4.3105
Br 3.8360 -23.3646 1.4996
Br 6.0146 -21.3371 2.6597
H 3.7451 -22.0452 3.5356
*
```

orbital gap: 9.96 eV
HOMO: -0.378 hartree
LUMO: -0.0119 hartree


Which structure is the least stable? The one labeled version w.


Version w
Entry from the OMol25 dataset: C4HNO2 in the gas phase (ωB97M-V/def2-TZVPD).

```
! wB97M-V def2-TZVPD RIJCOSX def2/J DEFGRID3
* xyz 0 1
C -0.0208 0.7149 0.0056
C -1.3622 0.8561 -0.0493
C -2.9944 -0.9388 0.0210
C 2.0806 -0.6894 0.0075
N 0.4878 -0.5375 0.0542
O -2.1355 -0.1671 -0.0191
O 3.3467 -0.8392 -0.0277
H 0.5978 1.6009 0.0079
*
```

orbital gap (spin up / spin down): 7.79 / 7.79 eV
HOMO (spin up / spin down): -0.313 / -0.313 hartree
LUMO (spin up / spin down): -0.0264 / -0.0264 hartree


Version x
Entry from the OMol25 dataset: C4HNO2 in the gas phase (ωB97M-V/def2-TZVPD).

```
! wB97M-V def2-TZVPD RIJCOSX def2/J DEFGRID3
* xyz 0 1
C 0.6434 0.9804 0.6195
C 0.1694 1.0570 -0.6265
C -0.4380 -0.6144 -2.2949
C -0.3380 -1.1018 0.7065
N 0.1368 -0.1276 1.3380
O -0.5434 0.2165 -1.4239
O -0.9099 -2.1094 0.5789
H 1.2798 1.6993 1.1023
*
```

orbital gap (spin up / spin down): 7.15 / 7.26 eV
HOMO (spin up / spin down): -0.306 / -0.308 hartree
LUMO (spin up / spin down): -0.0433 / -0.0416 hartree


Which structure is the least stable? The one labeled version w.